(1)
Molecular formula: C19H41NOP2SiTi
Method: DFT, ωB97M-V/def2-TZVPD

```
66
Properties=species:S:1:pos:R:3:nbo_charge:R:1
Ti 0.05650 0.12169 -0.73588 1.37
P -0.97153 -2.12080 -1.07393 0.94
P 1.06350 2.37076 -0.35917 0.93
N 1.62366 -0.51292 -1.31595 -0.91
H -3.62419 0.19648 -0.38999 0.14
C -1.93307 -2.43326 -2.63603 -0.92
H -2.33610 -3.46152 -2.68183 0.23
H -1.26893 -2.26277 -3.50039 0.24
H -2.76710 -1.71303 -2.69528 0.24
C -2.17918 -2.68021 0.21211 -0.93
H -2.67349 -3.62582 -0.07301 0.23
H -2.94115 -1.89624 0.35671 0.25
H -1.63877 -2.81861 1.16295 0.24
C 0.26308 -3.48919 -1.10062 -0.93
H -0.22703 -4.47857 -1.09483 0.23
H 0.91449 -3.38603 -0.21751 0.25
H 0.88790 -3.38782 -2.00299 0.25
C 0.86438 3.67869 -1.66641 -0.92
H 1.39931 4.61092 -1.40905 0.23
H -0.20914 3.89778 -1.79459 0.24
H 1.25299 3.28661 -2.62168 0.24
C 0.50285 3.27621 1.15369 -0.93
H 0.95834 4.27981 1.22592 0.23
H 0.77714 2.68150 2.04084 0.25
H -0.59564 3.37005 1.12511 0.25
C 2.89427 2.30388 -0.15348 -0.93
H 3.30953 3.28693 0.12974 0.23
H 3.34412 1.96667 -1.10162 0.25
H 3.12733 1.55741 0.62321 0.25
C 2.79874 -1.04989 -1.76188 0.22
C 4.30855 -1.67791 -3.57931 -0.21
C 3.10048 -1.12113 -3.14751 -0.29
C 3.74603 -1.55356 -0.83018 -0.28
C 4.94813 -2.10751 -1.27704 -0.21
C 5.23846 -2.17403 -2.65067 -0.25
H 4.52809 -1.72635 -4.65179 0.21
H 2.36835 -0.73204 -3.86215 0.21
H 3.50508 -1.49585 0.23571 0.21
H 5.66862 -2.49275 -0.54681 0.21
H 6.18242 -2.60919 -2.99473 0.21
C -3.08620 1.15100 -0.58995 0.11
O -1.71114 0.88208 -0.63352 -0.87
C -3.55427 1.68817 -1.94901 -0.62
H -4.29357 2.49606 -1.80313 0.21
H -4.02372 0.89038 -2.55122 0.21
H -2.69833 2.09788 -2.51192 0.22
C -3.38288 2.12356 0.55737 -0.62
H -3.33907 3.17026 0.20815 0.20
H -2.64510 1.99041 1.36824 0.21
H -4.38438 1.93033 0.97496 0.21
C -2.57097 -0.67503 2.88373 -1.13
Si -0.80004 -0.07352 2.96553 1.66
C -0.87562 1.63893 3.72421 -1.13
C 0.00569 -1.08164 4.31673 -1.12
C 0.32366 -0.36965 1.42590 -1.34
H -3.06637 -0.43201 3.84600 0.24
H -2.61373 -1.77085 2.77423 0.23
H -3.12492 -0.18255 2.06628 0.23
H -1.48326 1.58137 4.65082 0.24
H 0.14231 1.96582 4.01649 0.23
H -1.34724 2.38255 3.06390 0.23
H 0.03101 -2.14873 4.01774 0.23
H 1.04135 -0.71859 4.48009 0.23
H -0.57432 -0.97549 5.25640 0.23
H 0.44394 -1.47016 1.40106 0.23
H 1.32014 0.03105 1.70120 0.23
```

HOMO energy (eV): -6.9
ΔE to the lowest compared entry with this formula, charge and spin (kcal per mole): 0.00
Energy (hartree): -2700.26799

***

(2)
Molecular formula: C5H5NO
Method: DFT, ωB97M-V/def2-TZVPD

```
12
Properties=species:S:1:pos:R:3:nbo_charge:R:1
N 2.65068 1.35767 0.05976 -0.30
C 1.91594 0.47096 0.15979 0.25
C 0.91763 -0.60813 0.28913 0.00
O 0.06858 -0.39834 1.43358 -0.48
C -1.07460 -0.31184 0.57932 0.10
C -0.95560 0.78772 -0.41225 -0.44
C -0.26694 -0.52548 -0.67256 -0.26
H 1.41844 -1.58159 0.32448 0.23
H -2.02668 -0.65958 0.96185 0.21
H -1.85282 0.93630 -1.00595 0.23
H -0.38838 1.68351 -0.16969 0.23
H -0.40625 -1.15121 -1.54746 0.24
```

HOMO energy (eV): -10.1
ΔE to the lowest compared entry with this formula, charge and spin (kcal per mole): 60.55
Energy (hartree): -323.42319

***

(3)
Molecular formula: C4H3InO
Method: DFT, ωB97M-V/def2-TZVPD

```
9
Properties=species:S:1:pos:R:3:mulliken_charge:R:1
C 2.26831 -1.23824 -0.37794 -0.13
C 1.27972 -0.30988 -0.45899 0.24
C 0.63367 -0.03838 0.62084 0.20
C -0.39460 0.51463 1.31144 0.26
O -1.54283 0.81554 0.77617 -0.25
In -2.00044 0.76456 -0.96940 0.62
H 2.06796 -2.28072 -0.63920 0.32
H 3.30713 -0.92607 -0.24337 0.34
H -0.19391 0.95107 2.30055 0.39
```

HOMO energy (spin up / spin down) (eV): -17.7 / -17.8
ΔE to the lowest compared entry with this formula, charge and spin (kcal per mole): 0.00
Charge: +2
Energy (hartree): -418.61343

***

(4)
Molecular formula: C6H13O3Zn
Method: DFT, ωB97M-V/def2-TZVPD

```
23
Properties=species:S:1:pos:R:3:mulliken_spin:R:1
C -3.35380 1.52171 0.11008 -0.01
O -2.04481 1.06985 -0.11821 -0.08
C -1.09727 2.07066 -0.60428 0.01
C 0.04444 1.40668 -1.24969 0.05
O 1.05350 0.88742 -0.30918 -0.04
C 1.97172 -0.06657 -0.78630 0.01
C 2.12244 -1.14316 0.26461 0.02
O 0.84817 -1.72040 0.53127 -0.16
C 0.89394 -2.80288 1.44649 -0.01
Zn -0.75121 -0.40082 0.38749 1.15
H -3.94763 0.68720 0.50558 0.01
H -3.35153 2.34107 0.84762 0.00
H -3.79642 1.87163 -0.83595 0.00
H -0.79523 2.64712 0.29346 0.00
H 0.59422 2.10047 -1.90292 0.01
H 2.95254 0.40646 -0.94753 0.00
H 1.65412 -0.51009 -1.74403 0.00
H 2.50987 -0.71095 1.20201 0.00
H 2.81407 -1.92399 -0.08675 0.00
H -0.09652 -2.97076 1.88257 0.00
H 1.18886 -3.71637 0.91150 0.01
H 1.59223 -2.58180 2.26741 0.01
H -1.00570 1.53752 -2.06524 0.01
```

Spin multiplicity: 2
HOMO energy (spin up / spin down) (eV): -6.3 / -6.8
ΔE to the lowest compared entry with this formula, charge and spin (kcal per mole): 73.92
Energy (hartree): -2241.16234

***

(5)
Molecular formula: C4H9NO
Method: DFT, ωB97M-V/def2-TZVPD

```
15
Properties=species:S:1:pos:R:3:nbo_charge:R:1
C -0.01087 0.61879 2.34875 -0.64
C 0.37404 -0.59594 1.52824 -0.06
C -0.82929 -0.58248 -0.42925 0.27
O 0.35819 -0.29063 0.12780 -0.55
N -0.77990 -0.29563 -1.73111 -0.62
C 0.31610 0.26017 -2.51538 -0.44
H -1.01662 0.94698 2.06655 0.22
H -0.01153 0.37419 3.41676 0.21
H 0.68680 1.44500 2.18073 0.21
H 1.38663 -0.94023 1.76055 0.18
H -0.33261 -1.41333 1.69600 0.19
H -1.63648 -0.49798 -2.21956 0.40
H 0.48882 1.31189 -2.26571 0.20
H 1.24052 -0.29574 -2.33875 0.21
H 0.05653 0.18771 -3.57465 0.20
```

HOMO energy (eV): -8.5
ΔE to the lowest compared entry with this formula, charge and spin (kcal per mole): 55.62
Energy (hartree): -287.74382

***

(6)
Molecular formula: C35H38N5O6PSSe2Sr
Method: DFT, ωB97M-V/def2-TZVPD

```
89
Properties=species:S:1:pos:R:3:mulliken_charge:R:1
Sr 0.05912 0.98547 -1.27588 1.27
N -2.83012 2.23042 1.16032 -0.31
C -3.76562 2.78422 0.17390 -0.87
C -3.63205 2.19083 -1.23145 0.39
O -4.67797 2.15083 -1.90526 -0.83
N -2.40945 1.80894 -1.58433 0.27
C -2.31155 1.18474 -2.90607 -1.98
C -2.25719 -0.35596 -2.91706 1.19
O -3.09281 -0.95616 -3.60077 -0.83
O -1.33861 -0.90018 -2.21600 -0.46
H -2.80627 1.22010 1.04302 -0.20
H -3.20454 2.37804 2.09297 0.27
H -3.61999 3.86847 0.10487 0.37
H -4.80729 2.60950 0.45742 0.33
H -1.39849 1.55445 -3.40270 0.53
H -3.14626 1.47931 -3.54323 0.45
O 3.75715 -2.63982 -3.75372 -0.49
C 4.70660 -1.76711 -3.14304 -1.58
C 4.00305 -0.67761 -2.30872 2.51
C 5.16967 0.25244 -1.91729 -1.34
O 4.94205 1.18042 -0.88985 -0.36
C 3.36364 -1.43417 -1.12555 -1.78
Se 2.34195 -0.60060 0.35108 -0.58
C 2.99910 0.00756 -3.25949 -1.17
Se 2.47406 1.89686 -2.90342 -0.75
H 4.23878 -3.30627 -4.24121 0.31
H 5.31461 -1.27824 -3.91815 0.49
H 5.37692 -2.34051 -2.48940 0.44
H 5.49557 0.76509 -2.83798 0.32
H 6.00823 -0.36830 -1.57475 0.37
H 4.10147 1.63096 -1.11155 0.16
H 4.17321 -1.97593 -0.62733 0.42
H 2.70345 -2.18699 -1.55841 0.57
H 2.10596 -0.61527 -3.33272 0.43
H 3.43751 0.02644 -4.25918 0.38
O -0.21865 2.08652 1.94588 -0.29
N -0.59755 0.82926 2.34062 -0.08
C 0.34548 0.17685 2.88028 -1.55
C 0.10243 -1.21517 3.27755 0.96
C 0.70714 -1.68346 4.44241 -0.73
C 0.51416 -2.98470 4.86901 -0.60
C -0.27934 -3.83745 4.11290 -0.80
C -0.85301 -3.38620 2.93442 -0.13
C -0.67762 -2.07603 2.48974 0.04
P -1.28689 -1.52376 0.83042 1.91
C -1.29995 -3.13651 -0.03946 0.01
C -0.07016 -3.52016 -0.57631 -0.16
C 0.04976 -4.71352 -1.26721 -0.45
C -1.06096 -5.53066 -1.44459 -0.55
C -2.28745 -5.14909 -0.92336 -0.67
C -2.40590 -3.95660 -0.22003 0.07
C -3.06743 -1.22968 1.16364 -0.47
C -3.58755 -1.00152 2.43497 -0.23
C -4.90674 -0.59549 2.59473 -0.72
C -5.72266 -0.41975 1.48547 -0.57
C -5.21974 -0.66418 0.21218 -0.82
C -3.90282 -1.06712 0.05384 0.13
H -1.05339 2.42963 1.53410 0.52
H 1.32603 0.62625 3.03446 0.49
H 1.33971 -1.01053 5.00985 0.43
H 0.98887 -3.33643 5.77724 0.35
H -0.43251 -4.86257 4.42895 0.41
H -1.43338 -4.07419 2.33242 0.42
H 0.78481 -2.86323 -0.44223 -0.11
H 1.00713 -4.99362 -1.68988 0.45
H -0.97295 -6.45513 -2.00380 0.33
H -3.16059 -5.77309 -1.07553 0.39
H -3.37078 -3.65770 0.17269 0.30
H -2.94791 -1.11804 3.30204 0.33
H -5.29422 -0.40716 3.58987 0.37
H -6.74631 -0.08586 1.61030 0.35
H -5.82874 -0.50066 -0.66717 0.34
H -3.51073 -1.24787 -0.93900 0.32
N -0.79878 4.39356 -1.58032 -0.18
C 0.28176 4.50676 -0.76709 0.04
N 0.86484 3.50276 -0.20891 0.98
C 2.00408 3.90170 0.47861 -0.99
C 2.90122 3.04988 1.11342 0.00
C 4.00862 3.59961 1.73375 -1.17
C 4.23394 4.97714 1.73662 -0.47
C 3.35777 5.83493 1.09068 -0.48
C 2.25350 5.28121 0.46047 0.87
S 1.02216 6.08205 -0.48053 -0.44
H -1.39937 3.56608 -1.45226 -0.21
H -1.29957 5.23587 -1.80492 0.30
H 2.75254 1.97468 1.06620 0.66
H 4.72441 2.93630 2.20214 0.42
H 5.11109 5.38177 2.22692 0.35
H 3.53829 6.90237 1.06476 0.38
```

HOMO energy (eV): -1.5
ΔE to the lowest compared entry with this formula, charge and spin (kcal per mole): 16.00
Charge: -2
Energy (hartree): -7655.06006